1.
DFT (ωB97M-V/def2-TZVPD) results for C4H10N2S in the gas phase.

Results
* Kohn-Sham gap: 9.13 eV
* energy relative to the best compared isomer or geometry (same formula, charge and spin): 2.786 eV
* total charge: 0
* strongest force on any atom: 6.5 eV/Å

```
17
C4H10N2S ωB97M-V/def2-TZVPD
C 1.49 -1.23 -2.62
C 0.96 -1.45 -1.16
N 0.44 -0.41 -0.58
N -0.20 -0.58 0.53
C -0.18 0.92 1.47
C -0.95 1.89 0.67
S -0.49 0.51 3.27
H 0.61 -0.80 -3.21
H 2.25 -0.49 -2.66
H 1.95 -2.15 -2.90
H 1.06 -2.47 -0.76
H 0.06 -1.29 1.27
H 0.93 1.13 1.45
H -0.67 1.59 -0.37
H -2.00 1.81 0.90
H -0.74 3.01 0.85
H -1.77 0.15 3.23
```

2.
DFT (ωB97M-V/def2-TZVPD) results for 3 unconnected molecules or ions with the total composition C4H13NO2.

Results
* ⟨S²⟩: 0.76
* Kohn-Sham gap (alpha / beta): 10.07 / 4.48 eV
* energy relative to the best compared isomer or geometry (same formula, charge and spin): 3.358 eV
* total charge: +1
* strongest force on any atom: 4.0 eV/Å
* 2S+1: 2

```
20
C4H13NO2 ωB97M-V/def2-TZVPD
C -0.68 -0.13 -0.10
C -0.80 -1.65 -0.19
C -0.31 -2.24 -1.56
C 0.32 -3.44 -1.62
N -0.56 0.44 1.24
H -1.55 0.40 -0.48
H 0.13 0.21 -0.75
H -1.87 -1.99 0.08
H -0.31 -2.21 0.71
H -0.20 -1.62 -2.41
H 0.14 -4.22 -0.83
H 0.99 -3.79 -2.41
H -1.17 0.10 2.01
H 0.40 0.43 1.46
H 2.99 1.89 -0.51
H 4.24 2.53 -1.07
O 3.65 2.63 -0.31
H -2.28 2.47 1.15
H -1.17 3.26 1.83
O -2.10 2.89 1.97
```

3.
DFT (ωB97M-V/def2-TZVPD) results for 3 unconnected molecules or ions with the total composition C6H7NO.

Results
* Kohn-Sham gap (alpha / beta): 6.23 / 8.26 eV
* energy relative to the best compared isomer or geometry (same formula, charge and spin): 8.639 eV
* total charge: 0
* strongest force on any atom: 0.6 eV/Å

```
15
C6H7NO ωB97M-V/def2-TZVPD
C -1.34 1.59 -0.75
C 0.22 -0.85 -0.43
C 0.07 1.31 -0.46
C 1.23 1.89 -0.40
O 0.17 -0.42 0.70
N 0.27 -1.40 -1.49
C 0.25 -2.51 1.48
C 0.25 -3.01 2.60
H 0.26 -2.42 -1.54
H -1.42 2.65 -1.05
H -1.72 0.97 -1.56
H -1.96 1.43 0.13
H 1.32 2.93 -0.73
H 2.13 1.40 -0.04
H 0.26 -3.56 3.52
```

4.
DFT (ωB97M-V/def2-TZVPD) results for a molecular structure, C24H24ClO4PRuSe4.

Results
* ⟨S²⟩: 0.78
* Kohn-Sham gap (alpha / beta): 6.41 / 6.53 eV
* energy relative to the best compared isomer or geometry (same formula, charge and spin): 1.371 eV
* total charge: -1
* strongest force on any atom: 1.9 eV/Å
* 2S+1: 2

```
59
C24H24ClO4PRuSe4 ωB97M-V/def2-TZVPD
Ru -0.15 -0.06 0.55
Se -0.02 -0.09 -2.04
P 1.98 -0.93 -1.77
Se 3.54 0.34 -1.04
C 2.47 -1.60 -3.41
C 3.77 -1.49 -3.88
C 4.14 -2.08 -5.08
C 3.21 -2.78 -5.83
C 1.90 -2.89 -5.38
C 1.53 -2.31 -4.17
C 1.89 -2.48 -0.81
C 0.68 -3.13 -0.62
C 0.64 -4.34 0.06
C 1.81 -4.91 0.53
C 3.03 -4.27 0.31
C 3.07 -3.06 -0.35
H 4.49 -0.93 -3.29
H 5.16 -1.98 -5.44
H 3.50 -3.24 -6.77
H 1.16 -3.43 -5.96
H 0.51 -2.39 -3.82
H -0.23 -2.69 -1.00
H -0.31 -4.83 0.23
H 1.78 -5.85 1.07
H 3.95 -4.72 0.67
H 4.01 -2.55 -0.51
Cl -4.22 -4.28 5.16
C -3.03 -3.43 4.18
C -1.75 -3.21 4.70
C -0.80 -2.57 3.94
C -1.07 -2.13 2.61
O -0.11 -1.59 1.94
C -2.39 -2.34 2.14
C -2.78 -1.90 0.83
O -2.03 -1.40 0.01
C -3.35 -2.99 2.93
H -1.51 -3.55 5.70
H 0.19 -2.37 4.33
H -3.84 -2.05 0.56
H -4.34 -3.15 2.53
O 0.82 2.26 -0.34
C 0.56 3.50 0.28
C 0.44 3.40 1.80
C 0.63 4.84 2.32
O 0.46 4.98 3.72
C -0.94 2.91 2.26
Se -1.86 1.52 1.24
C 1.57 2.54 2.38
Se 1.33 0.61 2.34
H 1.76 2.00 -0.24
H -0.38 3.86 -0.14
H 1.35 4.22 0.03
H -0.07 5.50 1.78
H 1.64 5.17 2.10
H -0.40 4.63 3.96
H -1.65 3.75 2.20
H -0.89 2.56 3.29
H 1.68 2.78 3.44
H 2.51 2.79 1.88
```

5.
DFT (ωB97M-V/def2-TZVPD) results for a molecular structure, C5H13N2O.

Results
* Kohn-Sham gap: 7.33 eV
* energy relative to the best compared isomer or geometry (same formula, charge and spin): 3.532 eV
* total charge: -1
* strongest force on any atom: 1.7 eV/Å

```
21
C5H13N2O ωB97M-V/def2-TZVPD
C -3.54 -0.38 -0.63
N 3.02 -0.55 0.03
C 1.89 0.12 0.28
C 1.22 0.20 1.62
C -0.27 -0.31 1.60
O -1.15 0.63 1.25
C 1.13 0.77 -0.91
N 1.74 0.52 -2.24
H -3.41 -0.08 -1.67
H -2.60 -0.26 -0.08
H -4.33 0.29 -0.26
H -3.85 -1.42 -0.54
H 2.06 -1.12 -0.17
H 1.84 -0.36 2.32
H 1.11 1.23 1.95
H -0.47 -0.75 2.60
H -0.24 -1.20 0.89
H 1.03 1.86 -0.79
H 0.09 0.44 -0.92
H 2.02 -0.46 -2.20
H 2.70 0.86 -2.11
```

6.
DFT (ωB97M-V/def2-TZVPD) results for a molecular structure, C24H33AsClCrI2P2.

Results
* ⟨S²⟩: 3.98
* Kohn-Sham gap (alpha / beta): 4.33 / 6.28 eV
* total charge: +2
* strongest force on any atom: 3.5 eV/Å
* 2S+1: 4

```
64
C24H33AsClCrI2P2 ωB97M-V/def2-TZVPD
I 0.02 -1.78 -5.49
I 0.01 0.91 -5.85
Cr 0.03 -0.41 0.82
P -2.35 -0.07 0.09
C -3.14 -0.14 -1.54
C -3.40 -1.21 1.05
H -4.43 -0.89 0.91
H -4.05 1.49 0.79
H -3.14 -1.19 2.11
H -2.51 1.75 1.68
H -2.90 -1.07 -2.06
H -3.28 -2.23 0.68
C -2.95 1.53 0.71
H -4.24 -0.09 -1.40
H -2.67 2.33 0.01
H -2.83 0.71 -2.16
P 2.40 -0.13 0.17
C 3.15 -0.17 -1.48
C 2.93 1.49 0.78
H 3.26 -1.20 2.19
H 4.50 -0.93 0.93
H 3.34 -2.28 0.79
C 3.48 -1.25 1.12
H 2.44 1.71 1.74
H 4.02 1.48 0.91
H 4.24 -0.12 -1.35
H 2.81 0.69 -2.08
H 2.65 2.27 0.06
H 2.89 -1.09 -2.01
Cl 0.00 0.98 2.60
C 3.12 -2.88 5.69
C 3.33 -3.76 4.63
C 2.51 -3.69 3.48
C 1.48 -2.75 3.40
C 1.39 -1.78 4.39
C 2.15 -1.89 5.57
As 0.19 -2.71 1.88
C 0.66 -4.52 1.24
C 1.32 -4.57 0.01
C 1.97 -5.75 -0.38
C 1.85 -6.92 0.38
C 1.08 -6.90 1.55
C 0.50 -5.70 2.00
C -1.43 -3.33 2.83
C -2.24 -4.38 2.37
C -3.35 -4.77 3.12
C -3.67 -4.13 4.31
C -2.90 -3.04 4.73
C -1.79 -2.63 3.97
H 3.70 -2.98 6.61
H 4.09 -4.53 4.68
H 2.67 -4.38 2.65
H 0.73 -0.93 4.24
H 1.96 -1.20 6.40
H 1.34 -3.69 -0.63
H 2.56 -5.76 -1.29
H 2.36 -7.83 0.07
H 0.94 -7.82 2.12
H -0.06 -5.69 2.92
H -1.98 -4.91 1.46
H -3.95 -5.62 2.78
H -4.50 -4.49 4.93
H -3.13 -2.53 5.67
H -1.20 -1.78 4.28
```

7.
DFT (ωB97M-V/def2-TZVPD) results for a molecular structure, C35H37BrKN4O3PS3.

Results
* Kohn-Sham gap: 5.35 eV
* energy relative to the best compared isomer or geometry (same formula, charge and spin): 0.000 eV
* total charge: -2
* strongest force on any atom: 1.1 eV/Å

```
85
C35H37BrKN4O3PS3 ωB97M-V/def2-TZVPD
K -0.10 -1.28 0.46
C 0.25 2.17 -3.14
C -0.36 1.27 -2.10
N 0.05 1.25 -0.88
N 0.97 2.28 -0.62
C 1.85 2.07 0.29
S 2.39 0.70 1.20
S 2.86 3.52 0.68
C 1.69 4.87 0.39
C 0.94 5.31 1.63
C 0.63 6.65 1.82
C -0.08 7.07 2.94
C -0.50 6.13 3.88
C -0.18 4.79 3.70
C 0.53 4.38 2.58
C -1.55 0.47 -2.53
C -2.54 1.18 -3.22
C -3.73 0.61 -3.63
C -3.93 -0.75 -3.36
C -2.97 -1.49 -2.71
C -1.73 -0.93 -2.28
O -0.84 -1.65 -1.72
H 1.34 2.19 -3.04
H -0.08 3.21 -3.02
H -0.03 1.83 -4.14
H 0.98 4.48 -0.35
H 2.20 5.72 -0.06
H 0.96 7.38 1.09
H -0.31 8.12 3.07
H -1.07 6.44 4.75
H -0.51 4.05 4.41
H 0.79 3.34 2.45
H -2.36 2.23 -3.42
H -4.48 1.20 -4.14
H -4.86 -1.23 -3.66
H -3.12 -2.54 -2.50
S -3.73 0.32 3.99
C -2.67 -0.51 2.88
N -2.18 0.20 1.93
C -2.64 1.51 2.01
C -2.32 2.51 1.09
C -2.87 3.76 1.27
C -3.74 4.03 2.34
C -4.06 3.04 3.25
C -3.51 1.77 3.08
H -2.46 -1.57 2.98
H -1.64 2.28 0.28
H -2.62 4.56 0.58
H -4.15 5.02 2.47
H -4.73 3.25 4.08
C 4.11 0.27 -2.35
C 3.90 -1.16 -1.84
P 2.09 -1.54 -1.78
C 1.69 -1.70 -3.58
C 2.50 -2.65 -4.46
C 2.08 -3.34 -1.22
C 3.37 -4.13 -1.39
H 5.17 0.54 -2.36
H 3.58 0.98 -1.71
H 3.73 0.39 -3.37
H 4.25 -1.23 -0.81
H 4.48 -1.87 -2.44
H 1.73 -0.69 -3.98
H 0.63 -1.97 -3.59
H 3.57 -2.42 -4.45
H 2.17 -2.59 -5.51
H 2.38 -3.68 -4.15
H 1.25 -3.82 -1.73
H 1.81 -3.34 -0.16
H 3.72 -4.15 -2.43
H 3.24 -5.17 -1.07
H 4.18 -3.71 -0.79
Br -2.33 -8.91 3.05
C -1.04 -7.51 3.10
C 0.23 -7.78 3.57
N 1.18 -6.85 3.64
C 0.86 -5.62 3.21
C -0.40 -5.26 2.74
C -1.38 -6.24 2.69
C -0.69 -3.83 2.30
O -1.89 -3.49 2.31
O 0.31 -3.15 1.98
H 0.49 -8.78 3.91
H 1.63 -4.87 3.23
H -2.38 -5.98 2.35
```

8.
DFT (ωB97M-V/def2-TZVPD) results for a molecular structure, C36H40BCdNP2.

Results
* Kohn-Sham gap (alpha / beta): 5.08 / 5.08 eV
* total charge: 0
* strongest force on any atom: 3.1 eV/Å

```
81
C36H40BCdNP2 ωB97M-V/def2-TZVPD
Cd -0.17 0.92 1.33
C -1.67 0.94 -2.76
C -1.80 -0.38 -2.63
C -1.21 -1.34 -3.64
C 0.22 -1.04 -4.18
C 1.12 -0.14 -3.37
C 1.05 1.19 -3.31
C 0.14 2.02 -4.16
C -1.34 1.59 -4.06
C 1.46 0.54 2.77
H -1.88 1.65 -1.98
H -2.58 -0.84 -2.01
H -1.91 -1.38 -4.51
H -1.20 -2.36 -3.22
H 0.73 -2.01 -4.24
H 0.13 -0.71 -5.23
H 2.01 -0.66 -2.99
H 1.81 1.74 -2.77
H 0.42 1.97 -5.23
H 0.20 3.08 -3.90
H -1.99 2.47 -4.18
H -1.58 0.92 -4.91
H 1.19 1.35 3.50
H 2.56 0.58 2.64
H 1.22 -0.42 3.26
P -1.70 -0.73 0.33
P 2.19 0.07 0.39
C -0.22 -1.36 -0.54
C 1.14 -1.03 -0.56
C -2.62 -2.17 0.83
C -3.03 -3.14 -0.11
C -3.73 -4.27 0.32
C -4.00 -4.46 1.68
C -3.55 -3.52 2.62
C -2.85 -2.39 2.21
C -2.90 0.70 0.07
C -2.41 2.04 0.07
C -3.28 3.12 -0.01
C -4.66 2.92 -0.05
C -5.15 1.62 -0.01
C -4.30 0.51 0.05
C 3.58 -1.00 0.83
C 3.29 -2.28 1.37
C 4.33 -3.11 1.79
C 5.66 -2.70 1.64
C 5.95 -1.45 1.10
C 4.93 -0.60 0.67
C 2.83 1.75 0.05
C 2.71 2.73 1.07
C 2.92 4.08 0.84
C 3.19 4.53 -0.46
C 3.36 3.58 -1.48
C 3.37 2.20 -1.18
H -0.46 -2.32 -1.06
H 1.75 -1.72 -1.18
H -2.79 -3.02 -1.17
H -4.07 -5.02 -0.40
H -4.56 -5.34 2.02
H -3.74 -3.69 3.68
H -2.45 -1.66 2.92
H -1.32 2.26 -0.03
H -2.87 4.13 -0.03
H -5.32 3.78 -0.12
H -6.22 1.46 -0.01
H -4.70 -0.50 0.12
H 2.25 -2.61 1.43
H 4.09 -4.08 2.21
H 6.46 -3.37 1.94
H 6.99 -1.14 0.99
H 5.16 0.35 0.19
H 2.40 2.45 2.08
H 2.86 4.79 1.67
H 3.28 5.60 -0.66
H 3.49 3.92 -2.51
H 3.74 1.49 -1.92
B -0.96 -0.28 6.52
C -1.12 0.02 4.98
N -1.23 0.24 3.84
H -1.90 0.16 7.16
H 0.05 0.26 6.93
H -0.84 -1.48 6.70
```